Entry from the Open Molecules 2025 dataset: C30H36CrN4 as an isolated structure in a non-equilibrium geometry (ωB97M-V/def2-TZVPD).

Each line ends with the Löwdin charge.
CARTESIAN COORDINATES (ANGSTROEM)
Cr 0.224414 0.017012 0.848692  0.4732
N 0.571000 -2.758747 3.377520  0.0116
N 0.229425 -2.091626 -0.364009  -0.0636
C 0.962205 1.981425 0.405544  -0.2845
C 2.056885 1.093988 0.716656  -0.2921
C 1.875781 0.629645 2.068341  -0.2801
C 2.777206 -0.264447 2.856391  -0.0476
H 3.597757 -0.642385 2.235347  0.0712
H 2.217394 -1.128716 3.250705  0.0537
H 3.216358 0.274669 3.708867  0.0819
C 0.684195 1.231223 2.592800  -0.2800
C 0.215101 1.090395 4.001990  -0.0333
H 0.726788 1.811821 4.657566  0.0822
H 0.427794 0.084814 4.391376  0.0821
H -0.863780 1.266542 4.087712  0.0627
C 0.109812 2.059466 1.564957  -0.2876
C -1.104486 2.913959 1.704601  -0.0429
H -1.865380 2.429788 2.331504  0.0655
H -1.555557 3.122018 0.726340  0.0697
H -0.859434 3.880494 2.168005  0.0821
C 3.242141 0.820322 -0.150363  -0.0391
H 4.060509 1.527410 0.054793  0.0796
H 2.984285 0.913077 -1.213041  0.0589
H 3.629909 -0.192869 0.018841  0.0758
C 0.789696 2.760676 -0.855254  -0.0296
H -0.274085 2.933161 -1.065010  0.0694
H 1.208438 2.219705 -1.713046  0.0688
H 1.286421 3.741639 -0.799002  0.0849
C -0.049336 -3.465791 4.330579  -0.2431
H 0.405551 -3.455396 5.323443  0.0606
C -1.235176 -4.177595 4.102456  -0.1839
H -1.716104 -4.703517 4.924985  0.0639
C -1.777512 -4.195800 2.817436  -0.2190
H -2.693467 -4.734519 2.581303  0.0547
C -1.119138 -3.496506 1.813674  -0.1233
H -1.440467 -3.479458 0.773463  0.0836
C 0.038816 -2.773784 2.143422  -0.3840
C 0.768637 -1.969739 1.153688  -0.1303
H 1.852631 -2.140225 1.179537  0.0954
C -0.135326 -0.871287 -0.868258  -0.1507
C 0.563187 -2.963620 -1.380740  -0.0628
H 0.880374 -3.969929 -1.187325  0.1125
C 0.360610 -2.309862 -2.543971  -0.0764
H 0.480151 -2.634590 -3.559568  0.1015
N -0.058782 -1.016051 -2.225342  -0.0247
C -0.250036 0.062387 -3.128263  -0.1306
C 0.766623 0.393987 -4.035046  -0.1998
C 0.565778 1.504678 -4.864397  -0.0148
H 1.344729 1.777252 -5.579533  0.1124
C -0.603314 2.264557 -4.788181  -0.2810
C -0.827984 3.410248 -5.728849  -0.0677
H -1.370812 4.220709 -5.229972  0.0751
H -1.422458 3.100878 -6.599956  0.0803
H 0.128540 3.794359 -6.097607  0.0721
C -1.579057 1.930135 -3.844435  -0.0104
H -2.494462 2.520441 -3.771969  0.1164
C -1.409420 0.835999 -2.989395  -0.1981
C -2.452148 0.502941 -1.974952  -0.0413
H -2.662693 -0.571447 -1.923539  0.0945
H -3.380664 1.020079 -2.246589  0.0759
H -2.173055 0.837826 -0.961991  0.0693
C 2.058555 -0.355827 -4.085074  -0.0474
H 1.954865 -1.333129 -4.575844  0.0749
H 2.505181 -0.514197 -3.092725  0.0818
H 2.778379 0.228841 -4.671563  0.0762
C -3.163135 -0.949065 3.563547  -0.0525
C -2.264942 -0.545389 2.521429  -0.1653
N -1.566808 -0.342013 1.609869  0.1569
H -2.586877 -1.353101 4.410095  0.0860
H -3.844822 -1.726674 3.190142  0.0884
H -3.745396 -0.081271 3.907202  0.0818

Atomic forces in eV per Å
Cr -1.051 0.117 0.942
N 1.562 1.204 -0.035
N 0.816 -0.306 1.199
C 0.292 0.135 1.108
C -0.148 0.502 0.281
C -0.277 1.078 -0.232
C 0.047 -0.264 0.140
H -0.109 0.050 0.124
H 0.170 0.175 -0.059
H -0.019 -0.018 -0.180
C 0.479 0.220 -0.569
C -0.065 -0.188 0.216
H -0.143 -0.075 -0.093
H -0.087 0.144 -0.152
H 0.131 -0.003 0.026
C 1.351 0.077 -0.260
C -0.282 0.061 0.025
H 0.122 0.103 -0.146
H 0.022 -0.028 0.186
H -0.049 -0.127 -0.060
C 0.171 -0.040 -0.134
H -0.060 -0.108 -0.061
H 0.053 -0.048 0.172
H -0.084 0.196 -0.090
C -0.099 -0.002 -0.280
H 0.224 0.010 -0.044
H -0.105 0.125 0.096
H -0.088 -0.163 -0.002
C -1.910 -1.241 0.779
H -0.102 -0.041 -0.108
C 1.183 0.552 1.033
H 0.112 0.002 -0.046
C -1.749 -0.962 0.194
H 0.106 -0.050 0.182
C 2.077 1.490 -0.914
H -0.143 -0.054 0.249
C -1.459 -1.371 -1.378
C -0.895 0.287 -2.170
H -0.238 -0.140 -0.355
C 1.255 -0.909 -0.074
C -0.110 0.278 0.075
H 0.044 -0.130 0.002
C 0.153 -0.271 -0.208
H -0.125 -0.073 -0.065
N -0.317 -0.031 0.291
C 0.151 0.058 0.279
C -0.573 0.454 0.016
C -0.264 -0.233 0.238
H -0.175 -0.024 0.171
C -0.071 -0.257 0.162
C -0.029 0.212 -0.165
H 0.121 -0.068 -0.130
H 0.113 0.052 0.158
H -0.174 0.041 0.022
C 0.428 -0.312 0.007
H 0.227 -0.088 -0.012
C 0.208 0.161 -0.555
C -0.651 0.258 0.279
H 0.154 0.195 0.059
H 0.075 -0.106 0.054
H 0.016 -0.238 -0.337
C 0.636 -0.045 -0.253
H 0.075 0.220 0.187
H -0.313 -0.049 -0.212
H -0.092 -0.150 0.073
C -0.563 -0.044 0.700
C 1.173 0.043 -2.340
N -1.435 -0.120 2.164
H -0.107 -0.030 -0.253
H 0.271 0.150 0.140
H 0.139 -0.247 -0.052

LUMO level (spin up / spin down): 2.50 / 2.50 eV
<S²>: 3.82
2S+1: 4
Molar mass: 504.6 g mol⁻¹
Total charge: -1
HOMO level (spin up / spin down): 0.4 / -2.3 eV
Kohn-Sham gap (spin up / spin down): 2.1 / 4.8 eV